Record 1
{"formula": "C10H20Cl10", "method": "ωB97M-V/def2-TZVPD", "species": ["Cl", "C", "C", "Cl", "H", "H", "H", "H", "Cl", "C", "C", "Cl", "H", "H", "H", "H", "Cl", "C", "C", "Cl", "H", "H", "H", "H", "Cl", "C", "C", "Cl", "H", "H", "H", "H", "Cl", "C", "C", "Cl", "H", "H", "H", "H"], "xyz": [[-4.13196, -0.74377, -2.63472], [-5.73607, -0.63510, -1.92404], [-5.81687, 0.08799, -0.53646], [-5.05790, 1.66290, -0.51961], [-6.08331, -1.66737, -1.88011], [-6.34165, 0.01851, -2.55188], [-5.28592, -0.48317, 0.22509], [-6.84398, 0.15286, -0.17738], [0.77816, 2.15307, 1.80213], [-0.05774, 0.84011, 0.94033], [-0.73564, -0.12569, 1.84967], [-1.75591, 0.69552, 3.09819], [0.63465, 0.34923, 0.25641], [-0.79024, 1.15532, 0.19724], [0.04880, -0.65808, 2.38756], [-1.35779, -0.77929, 1.23825], [-4.82090, -8.16305, 0.99742], [-4.64412, -6.66567, 0.02787], [-3.87946, -5.54672, 0.76748], [-2.12372, -5.93008, 0.99674], [-5.65767, -6.38423, -0.25781], [-4.15048, -6.98321, -0.89060], [-4.27154, -5.37539, 1.76998], [-3.90866, -4.57407, 0.27636], [2.66827, -1.80798, -3.46168], [3.57811, -0.31785, -4.00398], [3.57667, 0.89096, -3.09956], [4.47794, 0.68372, -1.52225], [3.15568, -0.02951, -4.96654], [4.59948, -0.62902, -4.22324], [2.51735, 1.09062, -2.93807], [4.08114, 1.71706, -3.60072], [5.69700, 5.18508, 4.51466], [6.20461, 5.09913, 2.78502], [7.20424, 6.24985, 2.60937], [6.46425, 7.83258, 2.44776], [5.31886, 5.07498, 2.15024], [6.78381, 4.18798, 2.63529], [7.82392, 6.13577, 1.71994], [7.83861, 6.23596, 3.49565]], "mulliken_charge": [-0.17, -0.43, -0.42, -0.17, 0.30, 0.31, 0.25, 0.33, -0.17, -0.38, -0.39, -0.19, 0.27, 0.27, 0.31, 0.28, -0.18, -0.41, -0.36, -0.19, 0.29, 0.31, 0.31, 0.23, -0.19, -0.48, -0.38, -0.20, 0.31, 0.33, 0.29, 0.31, -0.19, -0.35, -0.49, -0.18, 0.33, 0.25, 0.30, 0.32], "max_force_ev_per_a": 1.90, "e_above_lowest_kcal_mol": 25.53, "lumo_energy_ev": 0.124, "gap_ev": 10.74, "charge": 0}

---

Record 2
{"formula": "C10H20Cl10", "method": "ωB97M-V/def2-TZVPD", "species": ["Cl", "C", "C", "Cl", "H", "H", "H", "H", "Cl", "C", "C", "Cl", "H", "H", "H", "H", "Cl", "C", "C", "Cl", "H", "H", "H", "H", "Cl", "C", "C", "Cl", "H", "H", "H", "H", "Cl", "C", "C", "Cl", "H", "H", "H", "H"], "xyz": [[1.84597, 27.66063, -3.81511], [3.09117, 26.65358, -2.92308], [2.54772, 25.48156, -2.08808], [1.66032, 24.21024, -3.05103], [3.54144, 27.35226, -2.21796], [3.91388, 26.34588, -3.56851], [1.82024, 26.01440, -1.47575], [3.24501, 24.85076, -1.53673], [-6.99790, 23.33510, 5.34067], [-8.00291, 22.60735, 4.02685], [-7.88262, 23.41372, 2.75313], [-8.54841, 25.08349, 2.98796], [-8.99012, 22.34127, 4.40460], [-7.60277, 21.64615, 3.70423], [-8.42322, 22.96353, 1.92056], [-6.85302, 23.42496, 2.39549], [5.95008, 26.80766, 5.43272], [5.45216, 25.27477, 6.21111], [6.63597, 24.72546, 6.99966], [7.99970, 24.27246, 5.97630], [4.85678, 24.63901, 5.55581], [4.70924, 25.60389, 6.93764], [6.37413, 23.79018, 7.49444], [6.91814, 25.44968, 7.76385], [0.91899, 24.07643, 2.65863], [-0.47465, 23.21925, 1.96130], [-1.61483, 24.18087, 1.88163], [-2.30363, 24.45083, 3.52491], [-0.78013, 22.39104, 2.60071], [-0.27893, 22.87345, 0.94631], [-2.38125, 23.65265, 1.31447], [-1.26101, 25.06857, 1.35732], [-3.88605, 19.69267, 0.99089], [-3.03769, 19.11570, -0.53405], [-3.10756, 19.91668, -1.82420], [-4.85048, 20.30676, -2.21520], [-3.55909, 18.23148, -0.90064], [-2.04054, 18.78213, -0.24679], [-2.62675, 19.43843, -2.67753], [-2.59869, 20.86262, -2.00951]], "mulliken_charge": [-0.17, -0.41, -0.44, -0.21, 0.29, 0.34, 0.26, 0.33, -0.17, -0.41, -0.43, -0.19, 0.34, 0.26, 0.31, 0.29, -0.18, -0.44, -0.42, -0.17, 0.36, 0.25, 0.29, 0.31, -0.18, -0.43, -0.41, -0.18, 0.34, 0.26, 0.26, 0.35, -0.18, -0.48, -0.44, -0.18, 0.31, 0.35, 0.32, 0.30], "max_force_ev_per_a": 1.85, "e_above_lowest_kcal_mol": 39.92, "lumo_energy_ev": 0.158, "gap_ev": 10.81, "charge": 0}

---

Record 3
{"formula": "C10H20Cl10F2MgNO4S2", "method": "ωB97M-V/def2-TZVPD", "species": ["Mg", "N", "S", "O", "O", "F", "S", "O", "O", "F", "Cl", "C", "C", "Cl", "H", "H", "H", "H", "Cl", "C", "C", "Cl", "H", "H", "H", "H", "Cl", "C", "C", "Cl", "H", "H", "H", "H", "Cl", "C", "C", "Cl", "H", "H", "H", "H", "Cl", "C", "C", "Cl", "H", "H", "H", "H"], "xyz": [[-4.46086, 0.34880, 1.84856], [-2.68092, 0.68545, 1.44364], [-1.24091, 0.35060, 1.91469], [-0.60986, 1.25632, 2.87316], [-0.45555, -0.58719, 1.11453], [-1.82966, -0.76112, 2.91393], [-1.98776, 1.72241, 0.28762], [-1.93726, 1.15549, -1.04061], [-0.95039, 2.65514, 0.61563], [-3.31305, 2.62726, 0.15965], [3.64625, 4.63133, 2.67732], [2.34210, 3.43417, 2.97686], [1.05795, 4.14099, 3.43472], [1.29356, 5.10432, 4.90771], [2.76956, 2.65380, 3.60645], [2.17958, 2.93049, 2.02398], [0.30980, 3.36575, 3.60017], [0.60556, 4.70511, 2.61912], [0.87729, -0.94278, -4.78690], [-0.01523, 0.51129, -5.18683], [-1.37007, 0.64806, -4.54547], [-2.50671, -0.67230, -5.02854], [-0.07696, 0.55258, -6.27430], [0.66501, 1.31112, -4.89419], [-1.79961, 1.62789, -4.75414], [-1.22563, 0.62919, -3.46525], [-1.22586, -2.97062, 5.05495], [-0.31649, -3.43622, 3.62253], [-0.18731, -4.92312, 3.41842], [0.88780, -5.40655, 4.76184], [0.62237, -2.88846, 3.70378], [-0.81116, -3.01635, 2.74668], [0.36591, -5.18097, 2.51535], [-1.13593, -5.45967, 3.43688], [-2.76276, -3.57899, -2.50601], [-0.99902, -3.20455, -2.71092], [-0.24659, -2.62273, -1.45945], [-0.60516, -3.48623, 0.06511], [-0.87633, -2.74027, -3.68944], [-0.43805, -4.12224, -2.88770], [-0.60912, -1.60241, -1.33447], [0.82874, -2.56838, -1.62919], [3.87687, 2.78392, -2.24881], [2.44010, 2.40439, -1.34623], [1.87676, 0.98281, -1.65489], [3.06092, -0.24663, -1.16015], [1.69359, 3.17346, -1.54467], [2.60982, 2.54942, -0.27934], [1.74049, 0.76709, -2.71461], [0.92421, 0.70910, -1.20120]], "mulliken_charge": [1.00, -0.34, 0.84, -0.53, -0.36, -0.31, 0.87, -0.53, -0.44, -0.31, -0.20, 0.06, -0.05, -0.20, 0.36, -0.23, 0.01, 0.31, -0.16, -0.58, 0.00, -0.17, 0.38, 0.33, 0.38, -0.10, -0.19, -0.06, -0.30, -0.21, 0.36, -0.20, 0.23, 0.36, -0.21, -0.30, 0.20, -0.17, 0.13, 0.36, -0.29, 0.29, -0.18, -0.08, 0.49, -0.21, 0.31, 0.00, -0.08, -0.29], "spin_multiplicity": 2, "max_force_ev_per_a": 11.19, "s2": 0.7504, "lumo_energy_ev": [-1.920, -2.629], "gap_ev": [6.91, 7.81], "charge": 0}

---

Record 4
{"formula": "C10H20Cl5F3NO", "method": "ωB97M-V/def2-TZVPD", "species": ["O", "C", "C", "N", "C", "C", "C", "Cl", "C", "F", "F", "F", "H", "H", "H", "H", "H", "H", "H", "H", "H", "H", "H", "H", "Cl", "C", "C", "Cl", "H", "H", "H", "H", "Cl", "C", "C", "Cl", "H", "H", "H", "H"], "xyz": [[-5.24985, 0.17415, 2.79736], [-4.47092, 0.14165, 1.51519], [-2.90819, -0.10950, 1.94050], [-1.93646, -0.22148, 0.78686], [-1.61431, 1.09620, 0.09813], [-0.33202, 1.83545, 0.82993], [-0.43973, 3.46983, 0.89985], [-1.24272, 4.26829, -0.56810], [-5.14479, -1.04418, 0.60549], [-4.32720, -2.27121, 0.46689], [-5.50477, -0.44066, -0.73024], [-6.42553, -1.46864, 1.28393], [-6.04358, 0.78475, 2.70228], [-4.66956, 1.19861, 1.00769], [-2.58657, 0.83114, 2.59645], [-2.85650, -1.05064, 2.66335], [-1.02644, -0.59445, 1.19268], [-2.20998, -0.89672, 0.03751], [-2.54161, 1.79552, -0.04995], [-1.23940, 0.81062, -0.99804], [0.67460, 1.57737, 0.24799], [-0.23267, 1.37140, 1.91873], [0.67441, 3.89416, 0.94398], [-0.93864, 3.81990, 1.92036], [-0.46511, -0.91267, -2.39282], [1.27050, -1.07781, -2.75710], [2.14318, -0.40662, -1.70821], [2.00286, 1.36852, -1.75332], [1.44917, -0.66475, -3.75479], [1.48636, -2.15009, -2.78922], [3.19511, -0.64531, -1.89190], [1.88958, -0.74185, -0.69771], [5.61667, -2.57028, -2.63420], [6.57739, -1.63325, -1.46317], [6.05952, -1.78814, -0.04189], [4.47627, -1.00426, 0.18550], [6.57437, -0.58611, -1.78167], [7.60449, -2.00525, -1.52701], [6.75144, -1.31240, 0.65968], [5.96062, -2.84128, 0.23902]], "mulliken_charge": [-0.53, -0.14, -0.74, -0.02, -0.29, -0.27, -0.57, -0.18, 0.82, -0.25, -0.25, -0.24, 0.37, 0.35, 0.29, 0.40, 0.41, 0.44, 0.31, 0.02, -0.10, 0.37, 0.34, 0.32, -0.17, -0.45, -0.22, -0.15, 0.37, 0.33, 0.09, 0.32, -0.18, -0.53, -0.43, -0.16, 0.32, 0.36, 0.31, 0.33], "max_force_ev_per_a": 5.46, "lumo_energy_ev": -3.079, "gap_ev": 10.08, "charge": 1}

---

Record 5
{"formula": "C10H20Cl6O2", "method": "ωB97M-V/def2-TZVPD", "species": ["C", "C", "O", "C", "C", "O", "H", "H", "H", "H", "H", "H", "H", "H", "Cl", "C", "C", "Cl", "H", "H", "H", "H", "Cl", "C", "C", "Cl", "H", "H", "H", "H", "Cl", "C", "C", "Cl", "H", "H", "H", "H"], "xyz": [[3.67370, -8.72946, -8.69574], [4.90182, -7.85150, -8.83311], [5.83403, -8.00961, -7.71845], [6.72126, -9.01132, -7.79940], [7.76810, -8.99964, -6.74588], [6.65882, -9.84454, -8.65769], [3.85533, -9.69857, -8.23747], [3.21171, -8.79195, -9.66075], [2.91784, -8.17423, -8.05969], [5.46895, -8.04037, -9.74496], [4.57733, -6.81113, -8.67752], [8.04337, -8.02648, -6.31799], [8.53121, -9.68977, -7.13780], [7.31185, -9.43137, -5.85440], [5.72745, -6.70088, -15.25818], [5.81675, -8.48365, -15.49009], [7.02606, -8.84318, -16.36332], [7.09826, -10.57751, -16.23010], [4.91814, -8.88881, -16.02598], [5.88618, -8.97064, -14.52587], [7.94959, -8.50608, -15.89947], [7.02119, -8.50331, -17.41685], [2.33259, -12.45618, -11.29167], [2.12862, -10.74333, -11.87255], [3.43091, -10.08295, -12.04962], [3.09937, -8.38543, -12.57397], [1.55342, -10.24093, -11.07949], [1.53073, -10.72359, -12.79337], [4.09312, -10.55997, -12.78558], [4.06951, -10.00193, -11.10571], [10.06951, -9.65782, -9.53205], [8.76224, -9.95867, -10.74459], [8.38911, -8.62496, -11.38262], [6.78176, -8.85401, -12.20403], [7.99549, -10.28558, -10.02052], [9.10126, -10.78012, -11.37956], [9.07983, -8.31292, -12.16060], [8.43149, -7.96579, -10.55067]], "mulliken_charge": [-0.92, 0.16, -0.39, 0.79, -1.08, -0.63, 0.33, 0.13, 0.36, -0.05, 0.32, 0.33, 0.29, 0.32, -0.20, -0.06, -0.36, -0.20, 0.34, -0.10, 0.26, 0.34, -0.21, -0.43, -0.31, -0.17, 0.28, 0.37, 0.40, 0.06, -0.24, -0.27, -0.61, -0.14, 0.18, 0.42, 0.36, 0.33], "max_force_ev_per_a": 2.61, "e_above_lowest_kcal_mol": 2.47, "lumo_energy_ev": 0.677, "gap_ev": 11.35, "charge": 0}

---

Record 6
{"formula": "C10H20F3Li4O20P2", "method": "ωB97M-V/def2-TZVPD", "species": ["Li", "Li", "Li", "Li", "C", "C", "C", "O", "C", "C", "C", "O", "O", "O", "H", "H", "C", "O", "O", "C", "F", "F", "F", "C", "C", "H", "H", "H", "H", "H", "H", "P", "O", "O", "O", "O", "P", "O", "O", "O", "O", "O", "H", "H", "O", "H", "H", "O", "H", "H", "O", "H", "H", "O", "H", "H", "O", "H", "H"], "xyz": [[0.25554, 0.70188, -1.66428], [-0.64535, 3.54397, -1.48221], [-1.81429, 3.11426, 2.17284], [-0.68940, -0.95112, 1.01803], [2.39221, -0.88173, -1.69001], [3.63087, -1.44827, -1.53982], [4.11717, -2.49899, -2.59441], [5.35294, -2.89913, -2.74205], [3.25896, -2.94559, -3.62208], [1.95534, -2.41786, -3.76007], [1.45594, -1.29658, -2.69401], [0.22078, -0.90131, -2.74806], [1.26319, -2.79061, -4.70151], [4.35796, -0.93675, -0.56644], [2.11239, -0.09552, -1.00445], [3.67588, -3.64532, -4.33127], [-2.99642, -2.47737, 1.20518], [-1.63657, -2.91886, 1.45554], [-2.78464, -1.48211, 0.26199], [-3.97450, -3.71583, 1.08703], [-4.29102, -4.38536, 2.26407], [-5.15719, -3.30923, 0.65912], [-3.63685, -4.69059, 0.24771], [-1.11474, -3.55418, 2.63508], [0.11197, -4.35377, 2.26379], [0.98637, -3.75692, 2.00441], [0.35195, -5.01886, 3.09335], [-0.13025, -4.82641, 1.31193], [-1.79563, -4.35608, 2.92050], [-0.91474, -2.78454, 3.38057], [-3.27011, -2.03241, 2.16185], [-1.53414, 2.12066, -3.40940], [-2.03320, 1.88244, -4.84039], [-1.81410, 0.69612, -2.81757], [-2.37658, 3.07893, -2.52536], [-0.04774, 2.44872, -3.25154], [-0.42372, 2.12306, 0.54745], [-1.60653, 3.07992, 0.29989], [-0.93049, 0.74631, 0.00587], [-0.07987, 2.10591, 2.10641], [0.71918, 2.37883, -0.40886], [1.66229, 4.05774, 3.18524], [0.84042, 3.69504, 2.85479], [2.16991, 4.25747, 2.39869], [1.98666, 1.00334, 2.79768], [2.01010, 1.22873, 3.72767], [1.19020, 1.42079, 2.46959], [2.31457, 2.69116, -2.14766], [1.92822, 2.64941, -1.27288], [1.56418, 2.68649, -2.74190], [-1.25316, -0.13837, 2.86217], [-0.69325, 0.63551, 2.80004], [-2.14305, 0.21189, 2.90260], [2.83371, 3.81638, 0.59811], [3.12904, 4.26640, -0.19341], [2.17414, 3.19530, 0.28912], [-3.71688, 4.35187, -0.28269], [-2.79026, 4.21252, -0.08729], [-3.72742, 5.10863, -0.86871]], "mulliken_charge": [0.85, 0.70, 0.73, 0.61, -0.62, 0.01, 0.41, -0.85, -0.76, 0.47, 1.03, -0.75, -0.77, -0.84, 0.36, 0.35, 0.21, -0.29, -0.79, 0.68, -0.33, -0.28, -0.29, -0.02, -1.28, 0.33, 0.37, 0.29, 0.27, 0.20, -0.04, 0.55, -0.78, -0.22, -0.69, -0.72, 0.47, -0.83, -0.03, -1.30, -0.81, -0.70, 0.27, 0.35, -0.67, 0.27, 0.35, -0.83, 0.58, 0.64, -0.46, 0.40, 0.21, -0.76, 0.33, 0.32, -0.58, 0.39, 0.26], "spin_multiplicity": 2, "max_force_ev_per_a": 5.49, "s2": 0.7582, "lumo_energy_ev": [5.858, 5.859], "gap_ev": [2.12, 2.12], "charge": -4}

---

no.,calculated total energy (eV)
1,-135918.793
2,-135918.169
3,-178145.891
4,-84986.962
5,-89924.295
6,-79199.386